(1)
Entry from the OMol25 dataset: one molecule with the formula C21H26F3N5O2 (ωB97M-V/def2-TZVPD).

```
57
C21H26F3N5O2 ωB97M-V/def2-TZVPD
O 1.59617 -0.20455 7.58421
C 1.57485 -0.33748 6.38365
C 1.64892 0.78756 5.37438
C 0.89535 0.42979 4.09699
C 1.27383 -0.95723 3.65777
C 1.36234 -1.18721 2.18862
O 1.47261 -0.21420 1.44781
N 1.31745 -2.44464 1.70464
C 1.11237 -3.64712 2.48527
C 0.57252 -4.77662 1.60473
C -0.45791 -4.21941 0.62947
C 0.22477 -3.27280 -0.37264
N -0.72933 -2.32566 -0.91699
C -1.12458 -1.23894 -0.03536
C -2.32921 -0.52937 -0.65972
N -2.00912 0.00416 -1.96485
C -1.48160 1.27044 -2.10909
C -1.14741 2.08979 -1.02058
C -0.68813 3.37796 -1.20566
C -0.53488 3.91025 -2.47419
C -0.86683 3.11095 -3.55829
C -0.75360 3.63027 -4.96057
F -0.10796 2.77199 -5.77615
F -0.10042 4.79659 -5.05274
F -1.96033 3.83131 -5.53141
C -1.33883 1.82112 -3.38954
C -1.57419 -1.07201 -2.82960
C -0.36459 -1.78987 -2.21535
C 1.48490 -2.64997 0.28379
N 1.56882 -1.87524 4.49470
N 1.53842 -1.58400 5.81525
H 2.71021 0.94274 5.15382
H 1.26551 1.70126 5.82740
H -0.18511 0.44386 4.28094
H 1.11027 1.13538 3.29417
H 2.05066 -3.94761 2.96475
H 0.39370 -3.42948 3.27825
H 0.11945 -5.53253 2.24658
H 1.38009 -5.25582 1.04956
H -0.95425 -5.02464 0.08889
H -1.22328 -3.68109 1.18837
H 0.57351 -3.86940 -1.22318
H -1.40651 -1.64168 0.93869
H -0.31234 -0.51028 0.11107
H -2.70171 0.26136 -0.00987
H -3.13067 -1.26221 -0.80259
H -1.22055 1.71597 -0.01261
H -0.43058 3.97497 -0.34415
H -0.16686 4.91233 -2.62105
H -1.61301 1.25498 -4.26567
H -1.30699 -0.69898 -3.81550
H -2.39932 -1.78330 -2.93093
H -0.06668 -2.61348 -2.86784
H 0.47239 -1.07212 -2.15029
H 2.34042 -3.31375 0.12690
H 1.71383 -1.68407 -0.16841
H 1.65353 -2.38742 6.42160
```

Computed properties:
HOMO level	-7.8	eV
energy	-1539.71107	hartree
frontier orbital gap	8.0760	eV
net charge	0
multiplicity	1
structure (SMILES)	O=C1CCC(C(=O)N2CCC[C@@H](N3CCN(c4cccc(C(F)(F)F)c4)CC3)C2)=NN1
relative energy (zero: lowest compared OMol25 entry of this formula, charge and spin)	30.1	kcal per mole

(2)
Entry from the OMol25 dataset: one molecule with the formula C21H26FN3OS (ωB97M-V/def2-TZVPD).

```
53
C21H26FN3OS ωB97M-V/def2-TZVPD
C -0.50075 4.96386 0.48527
C -1.24581 4.11576 -0.49865
C -1.38359 4.52842 -1.81957
C -2.04276 3.73337 -2.73244
C -2.56512 2.50914 -2.34283
S -3.31570 1.48051 -3.60282
C -1.83192 1.25412 -4.64927
C -0.62523 0.92780 -3.78196
O 0.39270 1.57972 -3.83284
N -0.84432 -0.14273 -2.97833
C -0.01859 -0.67953 -1.98806
C -0.44621 -1.81517 -1.30818
C 0.32182 -2.37766 -0.30953
C 1.56434 -1.84910 0.06629
N 2.38840 -2.44248 1.00387
C 2.09903 -3.76392 1.51135
C 1.22870 -3.71733 2.77087
N 1.91022 -2.93295 3.78404
C 1.19185 -2.92598 5.03817
C 2.15884 -1.59138 3.28914
C 3.03457 -1.65411 2.03350
C 1.96729 -0.71363 -0.65637
F 3.17561 -0.14684 -0.40755
C 1.21015 -0.12703 -1.64501
C -2.47101 2.08184 -1.02314
C -3.05276 0.78828 -0.54095
C -1.80143 2.90347 -0.12322
H -0.76645 6.01254 0.36782
H -0.71295 4.65725 1.50641
H 0.57190 4.87024 0.31500
H -0.97025 5.47513 -2.13383
H -2.14964 4.05988 -3.75591
H -2.06693 0.43541 -5.32959
H -1.63652 2.16038 -5.22110
H -1.75838 -0.57322 -3.04607
H -1.39787 -2.26316 -1.55769
H -0.06334 -3.24946 0.19353
H 1.63793 -4.37356 0.73461
H 3.05879 -4.21772 1.78031
H 1.08284 -4.73012 3.15422
H 0.23719 -3.28938 2.53076
H 1.07670 -3.95124 5.38713
H 1.76879 -2.36955 5.77524
H 0.19253 -2.46855 4.95581
H 2.67876 -1.02616 4.06563
H 1.21429 -1.06574 3.04878
H 3.24105 -0.64623 1.68509
H 3.98192 -2.14025 2.28514
H 1.58785 0.74193 -2.15679
H -3.65359 0.31752 -1.31415
H -2.25576 0.10764 -0.24126
H -3.68541 0.96654 0.32652
H -1.71177 2.57342 0.90262
```

Computed properties:
HOMO level	-7.4	eV
energy	-1553.39838	hartree
frontier orbital gap	7.9810	eV
net charge	0
multiplicity	1
structure (SMILES)	Cc1ccc(SCC(=O)Nc2ccc(N3CCN(C)CC3)c(F)c2)c(C)c1
relative energy (zero: lowest compared OMol25 entry of this formula, charge and spin)	1.9	kcal per mole

(3)
Entry from the OMol25 dataset: C21H26HgN5O6S as an isolated structure in a non-equilibrium geometry (ωB97M-V/def2-TZVPD).

```
60
C21H26HgN5O6S ωB97M-V/def2-TZVPD
Hg -2.74525 -5.42760 14.35108
N -2.96746 -3.19403 15.98424
C -2.06479 -2.10107 15.72542
C -0.60396 -2.60521 15.72195
N -0.18741 -3.61369 14.78475
C 0.19951 -3.29442 13.48128
C -0.95253 -3.04784 12.46433
N -1.87568 -4.17147 12.42625
H -3.95821 -2.98277 16.00321
H -2.68230 -3.69407 16.79290
H -2.09093 -1.30184 16.49379
H -2.29079 -1.63382 14.75705
H -0.41495 -2.99993 16.72593
H -0.00277 -1.70700 15.61225
H -0.18697 -4.55374 15.08768
H 0.80952 -4.11605 13.06223
H 0.81542 -2.39397 13.47014
H -0.51518 -2.80285 11.48694
H -1.50500 -2.17230 12.80037
H -1.49636 -5.00324 11.95658
H -2.75956 -3.89802 12.02537
C -6.87851 -8.69716 18.81527
C -5.53063 -8.16376 18.44531
C -4.51096 -9.05767 18.15629
C -3.23461 -8.64433 17.81847
C -2.98244 -7.28458 17.75750
C -3.99204 -6.37194 18.02395
C -5.26932 -6.81146 18.32015
S -1.43922 -6.61437 17.20708
O -0.42818 -7.51260 17.76943
O -1.46022 -5.21773 17.65482
N -1.40604 -6.68722 15.62077
C -1.18098 -7.94031 14.99578
C -0.82246 -7.87615 13.48898
O -0.26463 -8.87363 13.00620
O -1.07088 -6.77812 12.92945
H -7.00938 -9.72628 18.51031
H -7.65138 -8.11190 18.31736
H -7.08399 -8.66707 19.85196
H -4.70460 -10.12241 18.19916
H -2.47010 -9.37185 17.58708
H -3.82272 -5.31229 17.91486
H -6.04717 -6.06642 18.43447
H -2.03752 -8.62557 15.07697
H -0.34171 -8.46030 15.48451
O -5.72836 -6.56175 15.45827
C -5.85369 -5.68139 14.59360
N -4.79336 -5.04274 13.95002
C -5.24135 -4.01534 13.11938
O -4.49343 -3.24306 12.45138
C -6.66906 -4.03006 13.17661
C -7.62980 -3.23476 12.53433
C -8.96689 -3.47322 12.77385
C -9.38026 -4.47885 13.68768
C -8.44648 -5.22629 14.37508
C -7.07081 -5.02972 14.11677
H -7.32900 -2.42049 11.86586
H -9.71507 -2.84514 12.28399
H -10.44275 -4.56302 13.92376
H -8.80378 -5.93749 15.10989
```

Computed properties:
HOMO level (alpha / beta)	0.5 / -2.8	eV
energy	-2092.74405	hartree
frontier orbital gap (alpha / beta)	4.1436 / 7.5279	eV
net charge	-2
multiplicity	2
relative energy (zero: lowest compared OMol25 entry of this formula, charge and spin)	0.0	kcal per mole

(4)
Entry from the OMol25 dataset: C21H26MnN4O3S as an isolated structure in a non-equilibrium geometry (ωB97M-V/def2-TZVPD).

```
56
C21H26MnN4O3S ωB97M-V/def2-TZVPD
Mn -0.37395 -0.11059 -0.11957
C -1.81851 4.35816 0.06096
O -0.44290 4.71884 -0.05263
C 0.47462 4.10141 0.73337
C 1.54809 4.87727 1.15289
C 2.54614 4.33726 1.94590
C 2.48215 3.00170 2.30901
C 1.44352 2.19597 1.85308
C 1.50643 0.75834 2.16708
N 1.09277 -0.14154 1.37810
N 1.39300 -1.45247 1.75110
C 0.46950 -2.25168 1.30434
O -0.62575 -1.85970 0.74752
C 0.69960 -3.71866 1.45198
C -0.26664 -4.60693 0.99143
C -0.04082 -5.97685 1.04950
C 1.15156 -6.46369 1.56993
C 2.11323 -5.57762 2.04188
C 1.88913 -4.21013 1.98389
C 0.42154 2.75364 1.08375
O -0.62431 1.97838 0.71459
H -2.07215 3.54237 -0.61654
H -2.38151 5.24390 -0.22198
H -2.07275 4.07742 1.08338
H 1.56426 5.91860 0.85615
H 3.36880 4.95740 2.27966
H 3.25751 2.56144 2.92659
H 2.02057 0.45366 3.07764
H -1.18620 -4.20818 0.58247
H -0.79553 -6.66289 0.68394
H 1.33290 -7.53128 1.60560
H 3.04181 -5.95462 2.45239
H 2.62770 -3.50775 2.34652
C 1.42412 1.28478 -2.16909
C 0.02408 1.72515 -2.58363
N -0.93261 1.29454 -1.59079
C -2.22662 0.94172 -2.12064
C -2.23128 -0.31514 -3.01453
S -1.17628 -1.65474 -2.38023
C 0.37458 -1.42155 -3.29340
C 1.57708 -1.18162 -2.39699
N 1.42932 -0.02970 -1.51278
H 2.10343 1.29850 -3.02967
H 1.80186 1.99946 -1.43465
H 0.05244 2.81776 -2.68670
H -0.21090 1.34695 -3.58736
H -0.85820 2.04304 -0.31551
H -2.90108 0.74886 -1.28060
H -2.68700 1.74734 -2.71344
H -3.24011 -0.72561 -3.07177
H -1.90856 -0.10322 -4.03437
H 0.55292 -2.33713 -3.85668
H 0.23004 -0.61376 -4.00898
H 1.73268 -2.05668 -1.76437
H 2.45669 -1.07423 -3.04470
H 2.20129 -0.04610 -0.86012
```

Computed properties:
HOMO level (alpha / beta)	-7.5 / -7.5	eV
energy	-2809.67223	hartree
frontier orbital gap (alpha / beta)	7.9156 / 7.9688	eV
net charge	0
multiplicity	2

Question: Which value of net charge does entry 1 give?
Answer: 0

Question: What is the energy in the fourth record?
Answer: -2809.67223 hartree